No. 1
Below is 7 unconnected molecules or ions with the total composition C37H85BINO8S8, with properties calculated with ωB97M-V/def2-TZVPD.

Positions of all 141 atoms, in Å:
C  2.736  1.728  0.157
C  1.628  1.029  1.095
C  0.550  2.055  1.709
C  0.143  1.703  3.232
C  -1.451  1.478  3.377
C  -1.842  -0.007  3.850
C  -1.065  -1.150  3.004
C  -2.034  -2.456  2.893
N  -2.491  -2.509  1.479
C  -1.514  -3.394  0.770
C  -1.258  -2.993  -0.766
C  0.134  -3.616  -1.318
C  1.422  -3.017  -0.592
C  2.774  -3.319  -1.434
C  4.109  -3.246  -0.547
C  3.966  -2.430  0.821
C  5.348  -2.065  1.529
C  -3.870  -2.923  1.318
S  -5.176  -2.279  2.185
S  -4.378  -4.222  0.056
C  -4.791  -3.443  -1.565
C  -5.331  -1.936  -1.517
C  -4.686  -1.100  -2.722
B  -3.560  -0.018  -2.308
I  -2.951  0.552  -0.298
C  -2.808  0.764  -3.546
C  -1.210  0.651  -3.442
O  -0.616  1.673  -2.573
C  0.455  2.327  -3.227
O  1.642  1.942  -3.193
C  0.175  3.676  -4.062
C  -0.774  4.611  -3.130
H  2.675  1.314  -0.908
H  3.779  1.463  0.554
H  2.647  2.863  0.135
H  2.184  0.563  1.982
H  1.090  0.227  0.470
H  0.975  3.106  1.627
H  -0.363  2.025  1.013
H  0.724  0.793  3.596
H  0.472  2.594  3.869
H  -1.809  2.285  4.117
H  -1.976  1.735  2.388
H  -1.626  -0.062  4.967
H  -2.984  -0.084  3.721
H  -0.058  -1.395  3.465
H  -0.970  -0.705  1.946
H  -2.842  -2.297  3.670
H  -1.449  -3.389  3.233
H  -1.721  -4.519  0.908
H  -0.500  -3.230  1.291
H  -1.226  -1.866  -0.898
H  -2.073  -3.506  -1.369
H  0.188  -3.290  -2.421
H  0.106  -4.763  -1.352
H  1.351  -1.891  -0.420
H  1.545  -3.606  0.389
H  2.738  -4.353  -1.938
H  2.885  -2.570  -2.296
H  4.455  -4.307  -0.270
H  4.979  -2.788  -1.142
H  3.376  -3.102  1.545
H  3.321  -1.493  0.672
H  5.837  -2.951  2.056
H  5.131  -1.289  2.344
H  6.123  -1.629  0.818
H  -5.627  -4.084  -2.030
H  -3.944  -3.472  -2.342
H  -5.231  -1.409  -0.519
H  -6.462  -1.986  -1.730
H  -4.254  -1.735  -3.566
H  -5.547  -0.499  -3.202
H  -3.056  1.880  -3.386
H  -3.244  0.394  -4.538
H  -0.884  -0.363  -3.023
H  -0.799  0.806  -4.491
H  -0.409  3.407  -5.004
H  1.131  4.223  -4.335
H  -0.629  4.313  -2.042
H  -0.464  5.711  -3.247
H  -1.870  4.447  -3.405
C  1.524  4.693  5.852
S  1.867  5.682  4.382
O  1.935  4.746  3.218
C  3.562  6.104  4.834
H  0.514  4.288  5.768
H  2.239  3.873  5.924
H  1.587  5.325  6.739
H  4.149  5.196  4.970
H  3.558  6.690  5.755
H  3.997  6.699  4.030
C  -4.604  -6.356  3.541
S  -6.174  -6.831  4.292
O  -5.870  -7.417  5.632
C  -6.508  -8.202  3.165
H  -4.184  -5.527  4.112
H  -3.910  -7.198  3.562
H  -4.774  -6.035  2.512
H  -5.694  -8.928  3.210
H  -6.615  -7.819  2.149
H  -7.438  -8.682  3.471
C  -1.718  8.897  -3.928
S  -2.736  7.594  -4.651
O  -1.837  6.727  -5.472
C  -3.635  8.670  -5.788
H  -1.039  8.445  -3.205
H  -1.138  9.393  -4.709
H  -2.358  9.620  -3.420
H  -2.934  9.180  -6.451
H  -4.212  9.400  -5.218
H  -4.314  8.056  -6.380
C  6.600  4.610  8.070
S  5.047  4.134  7.282
O  3.945  4.438  8.245
C  5.346  2.355  7.345
H  6.617  5.695  8.172
H  6.672  4.151  9.057
H  7.437  4.292  7.445
H  5.498  2.039  8.379
H  6.225  2.113  6.745
H  4.475  1.844  6.934
C  7.487  -5.322  -2.751
S  7.079  -5.289  -0.993
O  8.286  -4.801  -0.262
C  7.011  -7.082  -0.787
H  7.618  -4.296  -3.094
H  8.414  -5.878  -2.908
H  6.671  -5.788  -3.306
H  7.967  -7.526  -1.068
H  6.210  -7.489  -1.407
H  6.803  -7.302  0.261
C  -3.387  1.868  -8.149
S  -4.966  1.389  -7.417
O  -4.675  0.798  -6.076
C  -5.290  0.023  -8.552
H  -2.974  2.694  -7.569
H  -2.694  1.026  -8.124
H  -3.547  2.194  -9.178
H  -4.477  -0.703  -8.502
H  -5.387  0.409  -9.568
H  -6.223  -0.457  -8.257

Calculated values
**2S+1**: 1
**Total energy**: -5625.0970 Ha

Mulliken atomic charge list, values in e, 6 entries: atom 1 (C): -1.185, atom 2 (C): 0.637, atom 3 (C): -0.046, atom 4 (C): 0.179, atom 5 (C): -0.498, atom 6 (C): -0.781

---

No. 2
Below is C4H5NO3 in the gas phase, with properties calculated with ωB97M-V/def2-TZVPD.

Positions of all 13 atoms, in Å:
O  2.487  -0.721  -0.097
C  1.532  -0.102  0.214
O  1.467  1.177  0.608
C  -0.003  -0.684  0.009
O  0.228  -1.682  -0.961
C  -0.948  0.503  -0.423
C  -1.986  -0.020  0.433
N  -1.479  -1.027  1.042
H  2.330  1.665  0.785
H  1.137  -1.892  -0.742
H  -1.339  0.810  -1.446
H  -0.521  1.382  -0.099
H  -2.905  0.592  0.677

Calculated values
**ΔE to the lowest compared entry with this formula, charge and spin**: 87.1 kcal per mole
**2S+1**: 1

Mulliken atomic charge list, values in e, 6 entries: atom 1 (O): -0.522, atom 2 (C): 0.633, atom 3 (O): -0.455, atom 4 (C): 0.627, atom 5 (O): -0.523, atom 6 (C): -0.839

---

No. 3
Below is 3 unconnected molecules or ions with the total composition C23H49F2N4O6S2, with properties calculated with ωB97M-V/def2-TZVPD.

Positions of all 86 atoms, in Å:
C  2.030  1.749  0.147
C  3.005  2.967  0.612
C  2.538  4.315  -0.133
C  2.677  5.651  0.750
C  2.013  6.939  0.047
C  2.128  6.949  -1.574
C  0.742  6.297  -2.146
C  0.969  5.257  -3.354
C  0.489  3.753  -3.064
S  -1.312  3.633  -2.533
O  -1.706  2.190  -2.867
O  -2.228  4.521  -3.329
N  -1.381  3.775  -0.833
S  -2.412  5.007  -0.275
O  -1.978  5.289  1.165
O  -2.249  6.347  -0.991
N  -4.078  4.500  -0.141
C  -4.569  3.755  -1.312
O  -5.073  4.222  -2.339
F  -4.495  2.321  -1.217
C  -4.984  5.574  0.278
O  -6.207  5.287  0.387
F  -4.613  6.889  0.624
H  2.311  1.399  -0.915
H  0.933  2.111  0.075
H  2.060  0.863  0.875
H  3.054  3.052  1.753
H  4.057  2.695  0.214
H  3.145  4.405  -1.097
H  1.421  4.193  -0.382
H  2.102  5.451  1.734
H  3.764  5.878  1.078
H  0.921  6.988  0.399
H  2.531  7.887  0.425
H  2.114  8.067  -1.878
H  3.057  6.399  -1.966
H  0.068  7.138  -2.540
H  0.247  5.775  -1.262
H  2.117  5.205  -3.528
H  0.531  5.600  -4.361
H  0.584  3.179  -4.063
H  1.101  3.189  -2.283
C  -1.662  0.211  0.104
C  -1.552  -1.296  0.305
N  -2.322  -1.798  1.442
C  -1.997  -3.178  1.791
C  -2.323  -4.263  0.767
C  -3.744  -1.471  1.452
C  -4.586  -1.924  0.261
H  -1.376  0.754  1.009
H  -0.993  0.527  -0.701
H  -2.673  0.514  -0.180
H  -0.492  -1.517  0.476
H  -1.831  -1.799  -0.629
H  -2.480  -3.434  2.742
H  -0.922  -3.228  2.005
H  -3.392  -4.478  0.733
H  -1.822  -5.196  1.049
H  -1.984  -4.005  -0.238
H  -3.844  -0.383  1.543
H  -4.198  -1.855  2.372
H  -4.095  -1.738  -0.696
H  -5.532  -1.374  0.251
H  -4.838  -2.984  0.324
C  1.871  -8.912  2.523
C  1.445  -7.758  1.622
N  2.266  -6.560  1.771
C  1.691  -5.385  1.119
C  1.560  -5.413  -0.402
C  3.702  -6.735  1.585
C  4.183  -7.296  0.249
H  1.891  -8.608  3.574
H  1.161  -9.738  2.427
H  2.857  -9.300  2.254
H  0.413  -7.511  1.892
H  1.423  -8.111  0.584
H  2.263  -4.495  1.406
H  0.692  -5.220  1.541
H  2.523  -5.268  -0.893
H  0.912  -4.594  -0.729
H  1.116  -6.342  -0.767
H  4.073  -7.392  2.382
H  4.211  -5.782  1.772
H  3.585  -8.145  -0.091
H  5.215  -7.647  0.348
H  4.183  -6.535  -0.532

Calculated values
**2S+1**: 1
**Total charge**: -1
**Total energy**: -2572.1891 Ha

Mulliken atomic charge list, values in e, 6 entries: atom 1 (C): -0.603, atom 2 (C): -0.638, atom 3 (C): 0.936, atom 4 (C): -0.865, atom 5 (C): -0.601, atom 6 (C): -0.820

---

No. 4
Below is 2 unconnected molecules or ions with the total composition C4H13N3, with properties calculated with ωB97M-V/def2-TZVPD.

Positions of all 20 atoms, in Å:
C  -2.262  0.632  0.458
C  3.772  -0.119  -0.549
C  2.871  0.178  0.552
C  1.504  0.392  0.219
N  -3.523  0.756  0.725
N  -1.650  -0.132  -0.361
N  -2.441  -1.157  -0.918
H  -1.560  1.274  1.165
H  4.500  -0.888  -0.264
H  3.144  -0.003  -1.466
H  4.680  0.652  -0.503
H  3.180  0.102  1.541
H  1.378  0.343  -0.908
H  1.131  1.310  0.732
H  0.834  -0.371  0.758
H  -3.546  1.054  1.704
H  -4.356  0.371  0.345
H  -2.128  -1.241  -1.882
H  -3.478  -1.090  -0.806
H  -2.050  -2.065  -0.541

Calculated values
**ΔE to the lowest compared entry with this formula, charge and spin**: 111.7 kcal per mole
**2S+1**: 1
**Total charge**: +2

Mulliken atomic charge list, values in e, 6 entries: atom 1 (C): 0.314, atom 2 (C): -0.982, atom 3 (C): 0.430, atom 4 (C): -0.855, atom 5 (N): -0.361, atom 6 (N): -0.383

---

No. 5
Below is C12H14Si2 in the gas phase, with properties calculated with ωB97M-V/def2-TZVPD.

Positions of all 28 atoms, in Å:
C  0.627  1.153  3.855
C  0.273  2.080  2.900
C  0.597  -0.157  3.539
C  -0.097  1.686  1.677
C  0.242  -0.564  2.272
C  -0.188  0.296  1.315
C  1.415  -0.788  -1.915
C  -0.654  -1.981  -1.448
C  1.433  0.116  -0.985
C  -0.943  -1.374  -0.291
C  0.342  -1.597  -2.491
C  -0.411  -0.065  -0.011
Si  -0.761  -0.181  -3.357
Si  -1.108  1.019  -1.451
H  0.977  1.358  4.822
H  0.157  3.126  2.963
H  0.859  -0.827  4.184
H  -0.583  2.319  0.960
H  0.044  -1.659  2.110
H  2.401  -0.759  -2.449
H  -1.036  -2.909  -1.623
H  2.245  0.650  -0.562
H  -1.660  -1.894  0.341
H  0.620  -2.370  -3.158
H  -0.039  0.390  -4.570
H  -1.971  -0.997  -4.111
H  -2.348  1.556  -0.747
H  -0.434  2.373  -1.768

Calculated values
**ΔE to the lowest compared entry with this formula, charge and spin**: 34.3 kcal per mole
**2S+1**: 1

Mulliken atomic charge list, values in e, 6 entries: atom 1 (C): -0.455, atom 2 (C): -0.676, atom 3 (C): -0.928, atom 4 (C): -0.356, atom 5 (C): -0.237, atom 6 (C): 0.283

---

No. 6
Below is 2 unconnected molecules or ions with the total composition C2HClNO2, with properties calculated with ωB97M-V/def2-TZVPD.

Positions of all 7 atoms, in Å:
C  0.266  -0.873  0.164
C  -1.045  -0.121  -0.301
N  0.813  -1.743  0.716
O  -0.932  1.097  -0.345
O  -1.899  -0.947  -0.610
Cl  1.741  1.831  0.170
H  1.055  0.756  0.206

Calculated values
**ΔE to the lowest compared entry with this formula, charge and spin**: 21.4 kcal per mole
**2S+1**: 1
**Total charge**: -1

Mulliken atomic charge list, values in e, 6 entries: atom 1 (C): 0.134, atom 2 (C): 0.653, atom 3 (N): -0.490, atom 4 (O): -0.645, atom 5 (O): -0.615, atom 6 (Cl): -0.277